Molecular formula: C6H18FNa2O3S3
Method: DFT, ωB97M-V/def2-TZVPD

Properties
HOMO-LUMO gap, eV: 4.948
Energy above the lowest of the compared OMol25 structures with the same formula, charge and spin, eV: 7.644
E_tot, eV: -56696.0410
Total charge: +1

```
33
C6H18FNa2O3S3 | the Open Molecules 2025 dataset | ωB97M-V/def2-TZVPD
Na 25.29823 -10.81867 -24.81744
Na 26.51712 -9.17827 -26.66515
F 26.05129 -9.05004 -24.70366
C 27.07745 -6.58293 -23.82587
S 28.68460 -6.89169 -23.01157
O 28.48317 -7.07275 -21.51295
C 28.95333 -8.65119 -23.62065
H 27.02530 -6.64723 -24.91273
H 26.74562 -5.60124 -23.48781
H 26.40836 -7.35045 -23.43686
H 28.02991 -9.05298 -24.03774
H 29.46050 -9.09249 -22.76266
H 29.77901 -8.72723 -24.32816
C 26.35219 -10.30046 -22.44035
S 25.21441 -10.47846 -20.98321
O 24.57222 -9.13217 -20.79833
C 23.91851 -11.50597 -21.78684
H 25.67956 -10.02145 -23.25142
H 26.88197 -11.23831 -22.60727
H 27.08546 -9.53077 -22.19953
H 24.44996 -12.43702 -21.98389
H 23.38651 -11.09008 -22.64247
H 23.16371 -11.80183 -21.05825
C 23.47928 -6.41510 -21.74951
S 23.51197 -7.97359 -22.68796
O 23.05144 -7.54657 -24.11451
C 25.35970 -8.13757 -22.62711
H 23.81780 -6.74125 -20.76609
H 22.51540 -5.94190 -21.56213
H 24.15534 -5.68892 -22.20086
H 25.73790 -7.22433 -23.08653
H 25.83483 -9.00150 -23.09184
H 25.61955 -8.20130 -21.57045
```

=====

Molecular formula: C6H18InO6
Method: DFT, ωB97M-V/def2-TZVPD

Properties
HOMO-LUMO gap (spin up / spin down), eV: 9.274 / 3.994
Energy above the lowest of the compared OMol25 structures with the same formula, charge and spin, eV: 0.140
E_tot, eV: -23951.9636
Spin multiplicity: 2
Total charge: +2

```
31
C6H18InO6 | the Open Molecules 2025 dataset | ωB97M-V/def2-TZVPD
In 1.04457 -0.34587 0.11717
C -1.14356 -3.37620 -0.63704
C -1.39903 -3.56401 0.84209
O -1.03322 -2.42152 1.51923
O 0.00258 -2.76775 -0.97929
H -1.98461 -2.79867 -1.02069
H -1.17919 -4.31903 -1.18285
H -0.75416 -4.39760 1.12025
H -2.43713 -3.79189 1.08399
H -1.41159 -2.36428 2.39966
H 0.39319 -3.29938 -1.67670
C 1.32346 2.55338 2.64757
C 0.00774 1.95370 3.08325
O -0.08339 0.51571 3.17129
O 1.55126 2.32750 1.30146
H 2.21494 2.03963 3.00733
H 1.29923 3.61329 2.90078
H -0.88286 2.31833 2.57140
H -0.25507 2.39617 4.04411
H -0.58202 0.16316 3.91202
H 2.07913 3.06150 0.97865
C 0.06332 0.78294 -3.42461
C 0.26645 2.10768 -2.74620
O 1.23675 1.96724 -1.71511
O -0.12113 -0.32119 -2.54644
H 1.04268 0.55676 -3.84628
H -0.74691 0.73568 -4.15220
H -0.68755 2.33243 -2.26926
H 0.43279 2.92574 -3.44707
H 2.03218 2.46814 -1.91003
H -0.28900 -1.05156 -3.14642
```

=====

Molecular formula: C6H18N2P
Method: DFT, ωB97M-V/def2-TZVPD

Properties
HOMO-LUMO gap (spin up / spin down), eV: 7.666 / 7.928
Energy above the lowest of the compared OMol25 structures with the same formula, charge and spin, eV: 4.809
E_tot, eV: -18772.1942
Total charge: +1

```
27
C6H18N2P | the Open Molecules 2025 dataset | ωB97M-V/def2-TZVPD
C -2.23658 -1.18717 -1.11411
C -0.43490 -2.80185 -0.88593
C 1.67747 2.01001 -0.71090
C -0.46339 2.52326 0.27337
C -0.23373 -0.36334 2.20193
C 2.13398 -0.91724 0.57945
N -0.85247 -1.46795 -1.23171
N 0.64345 1.58604 0.18565
P 0.39490 -0.04550 0.51552
H -2.84361 -2.04131 -0.49591
H -2.20776 -0.34400 -0.38609
H -2.75739 -0.90532 -2.09006
H 0.43702 -2.92625 -1.50449
H -0.14861 -2.93671 0.12136
H -1.16470 -3.37769 -1.37560
H 1.44969 1.40120 -1.65435
H 1.39719 3.00035 -0.95758
H 2.59127 1.83208 -0.20797
H -0.18924 3.51645 0.56308
H -0.96391 2.59635 -0.69093
H -1.40190 2.24194 0.95280
H -0.68454 -1.32775 1.93449
H -0.98319 0.29074 2.59674
H 0.55958 -0.38773 3.00095
H 1.91794 -1.92697 0.96848
H 2.53580 -0.17995 1.24737
H 2.44711 -1.03251 -0.43579
```

=====

Molecular formula: C6H18N3P3
Method: DFT, ωB97M-V/def2-TZVPD

Properties
HOMO-LUMO gap, eV: 8.397
Energy above the lowest of the compared OMol25 structures with the same formula, charge and spin, eV: 3.423
E_tot, eV: -38846.1963
Structure (SMILES): C=[P@]1(C)N[P@](=C)(C)N[P@@](=C)(C)N1
Total charge: 0

```
30
C6H18N3P3 | the Open Molecules 2025 dataset | ωB97M-V/def2-TZVPD
C -0.36535 -3.37487 -0.76847
P -0.36004 -1.73608 -0.29979
C -0.70955 -1.93972 1.50544
N -1.36126 -0.39362 -0.96544
P -1.57767 1.03161 0.04111
C -2.94830 1.13907 0.98537
C -1.42826 2.38802 -1.18904
N 0.01467 1.04974 0.89053
P 1.44314 0.72773 -0.01072
C 2.38341 1.47610 -1.80144
C 2.55869 0.60466 1.40552
N 1.19408 -1.00301 -0.30552
H -0.61016 -3.54604 -1.80202
H -1.14816 -3.81988 -0.26189
H -1.69378 -1.59622 1.67329
H -0.54146 -2.92963 1.93449
H -0.04388 -1.23389 1.98781
H -2.26337 -0.80461 -1.05175
H -2.86728 0.74778 2.01786
H -3.16791 2.24899 1.10655
H -0.53036 3.04323 -1.06321
H -1.32752 1.81253 -2.05386
H -2.20166 3.09321 -1.02211
H 0.04069 1.65153 1.71027
H 1.36950 1.56694 -2.21248
H 2.89973 2.37004 -1.56707
H 2.51000 1.60273 1.94038
H 2.39934 -0.13747 2.14791
H 3.63054 0.39873 1.04035
H 1.53486 -1.31796 -1.22469
```

=====

Molecular formula: C6H18NO
Method: DFT, ωB97M-V/def2-TZVPD

Properties
HOMO-LUMO gap, eV: 11.558
Energy above the lowest of the compared OMol25 structures with the same formula, charge and spin, eV: 0.400
E_tot, eV: -10045.4315
Total charge: +1

```
26
C6H18NO | the Open Molecules 2025 dataset | ωB97M-V/def2-TZVPD
C -0.41488 -2.05882 -0.59543
C -0.49277 -0.62853 -1.10980
C 0.80829 0.15049 -0.80157
C 0.67780 1.63676 -1.31558
C 1.15717 0.20527 0.69285
C 2.65133 0.53427 0.89388
N -1.70310 0.04535 -0.56171
H -1.17651 -2.74854 -0.93495
H -0.47035 -2.15777 0.50530
H 0.60639 -2.42936 -0.75802
H -0.65391 -0.66385 -2.20060
H 1.63051 -0.27340 -1.38677
H 1.58012 1.91757 -1.85598
H 0.66527 2.26638 -0.43304
H -0.15240 1.86646 -1.97921
H 1.04487 -0.80408 1.10193
H 0.58658 0.94563 1.23660
H 2.89256 1.54133 0.56419
H 3.35465 -0.19966 0.51197
H 2.94961 0.57467 1.94671
H -1.88745 -0.25635 0.41048
H -2.60832 -0.18132 -0.97737
H -1.65668 1.05946 -0.42461
H -2.70925 0.38440 2.89160
H -3.80034 -0.48244 2.39223
O -2.87920 -0.24391 2.18692
```

=====

Molecular formula: C6H18NO
Method: DFT, ωB97M-V/def2-TZVPD

Properties
HOMO-LUMO gap, eV: 11.973
Energy above the lowest of the compared OMol25 structures with the same formula, charge and spin, eV: 0.063
E_tot, eV: -10045.7679
Total charge: +1

```
26
C6H18NO | the Open Molecules 2025 dataset | ωB97M-V/def2-TZVPD
C 0.12095 0.32061 -2.17209
C -0.20396 -0.63655 -1.04237
C -1.19862 -0.10395 -0.00945
C -1.71496 -1.21157 0.89170
C -0.56699 1.03665 0.80502
C -1.56250 1.87215 1.58627
N 1.10115 -1.00916 -0.34803
H 0.18007 -0.14939 -3.14744
H 1.05876 0.86372 -2.02795
H -0.67054 1.06449 -2.29817
H -0.54258 -1.60506 -1.40924
H -2.00986 0.32844 -0.60125
H -2.40490 -0.79178 1.61897
H -0.91493 -1.63125 1.51984
H -2.24207 -2.02747 0.39353
H 0.01712 1.68340 0.14323
H 0.10088 0.57160 1.52454
H -2.30050 1.27110 2.13986
H -2.12055 2.58256 0.97033
H -1.07731 2.49639 2.34012
H 1.78675 -0.25292 -0.32608
H 1.51635 -1.83984 -0.78317
H 0.95736 -1.28089 0.62591
H 4.29286 0.22949 -0.33484
H 4.51092 -1.12943 0.25209
O 3.88713 -0.65136 -0.31134
```

=====

Molecular formula: C6H18NO2
Method: DFT, ωB97M-V/def2-TZVPD

Properties
HOMO-LUMO gap, eV: 10.353
Energy above the lowest of the compared OMol25 structures with the same formula, charge and spin, eV: 1.620
E_tot, eV: -12091.0503
Total charge: +1

```
27
C6H18NO2 | the Open Molecules 2025 dataset | ωB97M-V/def2-TZVPD
C -1.06028 -1.25851 0.07647
O -2.03880 -0.58100 0.87494
C -0.54915 -0.19334 -0.89704
C 0.93809 -0.38605 -1.37361
C 2.06893 -0.25082 -0.32974
C 1.90308 0.91119 0.70384
C 1.51653 0.38397 2.04721
N -1.35721 -0.32743 -2.17268
H -1.35071 -2.27249 -0.19454
H -0.20115 -1.32966 0.76197
H -2.72508 -1.12197 1.30775
H -0.43622 0.73498 -0.31304
H 1.04682 0.37378 -2.15919
H 1.07435 -1.36447 -1.87806
H 3.02627 -0.16882 -0.83784
H 2.31092 -1.14390 0.25467
H 2.86982 1.43808 0.85865
H 1.32623 1.72745 0.25569
H 0.64849 -0.29276 2.01369
H 2.32294 -0.19270 2.49341
H 1.01558 1.11434 2.70715
H -2.11190 0.38982 -2.20956
H -0.99958 -0.15023 -3.13493
H -1.67385 -1.29198 -2.25000
H -2.43015 1.07407 0.71003
H -2.80502 2.15766 1.75700
O -2.32894 2.02080 0.92778
```

=====

Molecular formula: C6H18NO4
Method: DFT, ωB97M-V/def2-TZVPD

Properties
HOMO-LUMO gap, eV: 7.189
Energy above the lowest of the compared OMol25 structures with the same formula, charge and spin, eV: 2.097
E_tot, eV: -16193.2968
Total charge: -1

```
29
C6H18NO4 | the Open Molecules 2025 dataset | ωB97M-V/def2-TZVPD
C -0.89309 1.74463 1.16528
O 0.44272 2.00715 1.19898
C -1.22343 0.26430 1.52098
C -1.55376 -0.75678 0.34474
C -0.33497 -1.03310 -0.56370
C -0.28877 -0.47110 -1.78939
N 0.74306 -0.39353 -2.69286
C 0.70114 -1.79531 0.16000
H -1.20156 1.69547 0.10384
H -1.23218 2.45527 1.97798
H -0.47428 -0.21029 2.11486
H -2.10815 0.34256 2.10573
H -1.86283 -1.76893 0.65157
H -2.40557 -0.41424 -0.24810
H -1.02610 0.36168 -1.89993
H 1.39034 -1.14484 -2.78757
H 0.98599 0.56590 -2.92971
H 1.21342 -2.45172 -0.48384
H 0.44895 -2.33993 1.10570
H 1.44118 -1.01301 0.38150
H 1.13282 2.76332 -0.07040
H 2.58844 2.54540 -0.45144
O 1.84314 3.02816 -0.78722
H -1.15787 -3.46249 -2.13648
H -1.57606 -2.10869 -1.73395
O -1.95436 -2.96258 -1.98731
H 1.34129 1.57080 2.31668
H 2.91870 1.55107 2.46902
O 2.10182 1.43084 2.94506
```